(1)
Entry from the OMol25 dataset: a molecular structure, C32H49AlBN3O10 in a non-equilibrium geometry (ωB97M-V with the def2-TZVPD basis set).

- M: 673.55 Da
- Total charge: +2
- Frontier orbital gap: 0.087 hartree
- Calculated total energy: -66175.2075 eV
- HOMO level: -13.15 eV

CARTESIAN COORDINATES (ANGSTROEM)
Al 1.18957 -8.13065 -31.33870
B 0.98836 -8.12148 -28.21702
H 1.61310 -7.31563 -28.56992
H 1.23669 -9.05877 -28.69038
H 1.09302 -8.23413 -27.14903
H -0.04218 -7.87354 -28.41891
O 0.98827 -10.98970 -30.35424
C 0.91165 -12.16702 -30.14753
O 0.85213 -13.04083 -31.17860
C 0.53383 -14.32541 -30.71714
C 0.90763 -14.37188 -29.28161
C 0.88369 -12.91326 -28.86890
H 1.07255 -15.10653 -31.25354
H -0.54286 -14.46662 -30.81153
H 1.93708 -14.71596 -29.18194
H 0.22194 -14.99223 -28.70446
H 1.69882 -12.57004 -28.23181
H -0.00677 -12.63822 -28.30364
O -0.48638 -6.13555 -30.16920
C -0.76751 -4.94099 -29.85455
O -2.00489 -4.61590 -29.61261
C -2.12056 -3.18057 -29.42410
C -0.74484 -2.78588 -28.92323
C 0.21875 -3.80470 -29.59763
H -2.78142 -2.99868 -28.57658
H -2.46110 -2.59829 -30.28031
H -0.62410 -2.74518 -27.84070
H -0.61484 -1.82732 -29.42558
H 0.97651 -4.00662 -28.84058
H 0.63996 -3.41532 -30.52449
O 3.68297 -9.12313 -29.87647
C 4.45099 -9.91672 -29.32190
O 5.33174 -10.61233 -30.07585
C 5.87777 -11.70462 -29.39566
C 5.34241 -11.57607 -27.91516
C 4.47590 -10.37878 -27.88136
H 6.96332 -11.63540 -29.32580
H 5.45473 -12.62591 -29.79611
H 6.18926 -11.41290 -27.24859
H 4.83955 -12.45188 -27.50506
H 4.86646 -9.63255 -27.18948
H 3.51364 -10.69823 -27.48120
O 2.99412 -5.75348 -30.26265
C 3.52434 -4.75021 -29.82697
O 3.25574 -4.38520 -28.53830
C 3.68240 -3.05320 -28.24991
C 4.01945 -2.47795 -29.62476
C 4.34390 -3.68639 -30.48943
H 4.62066 -3.11270 -27.69835
H 2.91688 -2.47701 -27.73020
H 4.86029 -1.80594 -29.45297
H 3.20743 -1.94328 -30.11756
H 5.40076 -3.91674 -30.35498
H 4.18253 -3.57077 -31.56121
O -1.67544 -8.99380 -30.66275
C -2.47773 -9.04589 -29.76944
O -3.01355 -10.15094 -29.42846
C -3.92231 -9.97380 -28.36040
C -3.45925 -8.68714 -27.72532
C -3.03103 -7.85784 -28.91515
H -3.83946 -10.86922 -27.74440
H -4.97257 -9.90988 -28.64492
H -2.58532 -8.84145 -27.09245
H -4.21668 -8.13827 -27.16574
H -2.33959 -7.06594 -28.62725
H -3.82895 -7.56278 -29.59660
N 3.50753 -7.15033 -26.46145
C 4.89840 -6.97857 -26.63485
C 5.42992 -6.97435 -25.30499
C 4.38207 -7.18433 -24.44035
C 3.19532 -7.35571 -25.12292
H 2.83810 -7.25791 -27.21005
H 5.34914 -6.80877 -27.60149
H 6.44571 -6.80269 -24.98077
H 4.52467 -7.27455 -23.37361
H 2.20639 -7.61662 -24.77602
N 0.62492 -10.42537 -26.34706
C 1.29203 -10.98678 -25.25433
C 0.64157 -12.11299 -24.81177
C -0.49554 -12.19790 -25.63769
C -0.59040 -11.07612 -26.42408
H 0.91763 -9.63643 -26.90561
H 2.25441 -10.61075 -24.93994
H 0.98185 -12.82622 -24.07561
H -1.21572 -12.99833 -25.55369
H -1.36143 -10.75269 -27.10767
N -0.14677 -5.91030 -26.37897
C 0.73276 -4.88744 -26.26402
C 0.08032 -3.86856 -25.45657
C -1.20412 -4.34052 -25.13812
C -1.30816 -5.63152 -25.67307
H 0.08113 -6.80594 -26.78639
H 1.72319 -4.93917 -26.69154
H 0.50858 -2.91223 -25.19501
H -1.91442 -3.94888 -24.42503
H -2.02368 -6.41842 -25.48543

Cartesian forces (eV/Å) of the 2 atoms listed first:
-0.3 -0.1 0.8
-0.1 0.1 -0.4

=====

(2)
Entry from the OMol25 dataset: 4 unconnected molecules or ions with the total composition C32H49F5N3O12S2 in a non-equilibrium geometry (ωB97M-V with the def2-TZVPD basis set).

- M: 826.88 Da
- Total charge: +1
- Frontier orbital gap: 0.229 hartree
- Calculated total energy: -98263.0986 eV
- HOMO level: -11.61 eV

CARTESIAN COORDINATES (ANGSTROEM)
C 10.71343 -1.23773 2.18574
C 10.32115 0.31456 2.18576
C 9.59452 0.79273 0.81550
C 8.50139 -0.25525 0.29030
C 7.14645 0.43061 -0.25077
C 5.90736 -0.49900 0.16052
C 4.88879 -0.82033 -1.03647
C 3.61773 -1.57915 -0.35315
C 2.21464 -1.17715 -0.99605
N 1.53947 0.00322 -0.38663
C 0.26303 0.38991 -0.47216
C -0.72511 -0.54297 -1.29790
F -0.79859 -1.86522 -0.77801
F -0.24254 -0.62813 -2.63597
C -2.24974 -0.06225 -1.43620
F -2.94862 -1.18512 -1.95873
F -2.88302 0.22906 -0.23241
F -2.45071 0.93628 -2.42652
C 0.00656 1.80033 0.30785
C -0.82496 1.63133 1.65120
C -0.39079 2.48793 2.91646
C -0.95743 3.99821 2.96158
C -1.36616 4.32807 4.49977
N -0.15996 4.48275 5.36488
N -0.58980 2.60682 -0.82630
C -1.05038 3.73939 -0.41014
S -1.15056 5.38979 -0.20963
C 1.53665 2.26355 0.27755
O 1.74090 2.51255 -1.17060
S 2.12302 3.84329 1.01669
C 2.42126 0.91516 0.44426
C 2.53021 0.60424 2.02001
O 1.48227 -0.34445 2.32666
C 1.83442 -1.22273 3.37657
C 1.03332 -2.62048 3.39738
O 2.65118 -0.99236 4.27488
H 11.38729 -1.51458 3.06675
H 9.74136 -1.82267 2.34837
H 11.14362 -1.60485 1.19660
H 11.30800 0.89606 2.26975
H 9.71477 0.59036 3.10603
H 10.44091 0.84932 0.03854
H 9.16687 1.82641 1.04411
H 8.90691 -0.88020 -0.58203
H 8.20324 -0.91151 1.18019
H 7.17450 0.69692 -1.35448
H 7.02746 1.42317 0.32142
H 6.20154 -1.49143 0.64148
H 5.30810 0.07300 0.95285
H 5.42280 -1.57450 -1.72154
H 4.58186 0.08315 -1.65221
H 3.77760 -2.68646 -0.62469
H 3.65865 -1.54714 0.78258
H 2.43676 -0.88432 -2.08855
H 1.58057 -2.11522 -1.05520
H -0.84746 0.52506 1.93450
H -1.91630 1.91030 1.41955
H -0.84966 1.97052 3.83743
H 0.72241 2.54994 3.12369
H -0.15269 4.72923 2.59278
H -1.85371 4.05241 2.25919
H -2.04457 3.48560 4.88616
H -2.00432 5.26776 4.49010
H 0.53835 3.75273 5.16493
H 0.26463 5.40042 5.15508
H 2.40994 3.23595 -1.21754
H 1.76915 4.87959 0.15131
H 3.40267 1.25346 -0.02060
H 3.53200 0.06577 2.19465
H 2.55980 1.52832 2.67521
H 0.87626 -3.01537 4.44529
H -0.00663 -2.38921 2.96122
H 1.51249 -3.36684 2.68036
C -5.79274 -2.96076 -2.00162
C -5.90061 -3.97609 -3.09989
O -7.02651 -4.75015 -2.70873
C -7.78815 -3.96920 -1.89607
O -8.88781 -4.25301 -1.52532
O -7.13622 -2.82275 -1.56023
H -5.39967 -2.00615 -2.35297
H -5.18026 -3.31142 -1.16567
H -6.10500 -3.52049 -4.07298
H -5.00930 -4.59940 -3.18132
C -1.27909 3.41133 -4.65409
C -2.48359 2.89802 -5.38155
O -2.58887 3.78182 -6.48878
C -1.34974 4.30374 -6.70561
O -1.04941 4.95325 -7.65980
O -0.49743 3.98682 -5.69059
H -0.73037 2.61546 -4.14789
H -1.53028 4.18911 -3.92639
H -2.34465 1.87849 -5.75320
H -3.38546 2.93204 -4.76876
C -12.64150 -4.86637 -1.03448
C -11.74079 -5.32782 0.07092
O -12.63231 -5.48111 1.16831
C -13.87588 -5.67603 0.65081
O -14.82929 -6.00383 1.29198
O -13.89233 -5.45020 -0.69147
H -12.30844 -5.20877 -2.01474
H -12.75314 -3.77855 -1.05746
H -11.27542 -6.29395 -0.14404
H -10.96032 -4.60269 0.30238

Cartesian forces (eV/Å) of the 2 atoms listed first:
-1.2 -0.1 0.5
1.0 -0.1 -0.6

=====

(3)
Entry from the OMol25 dataset: a molecular structure, C32H49NO3SeV (ωB97M-V with the def2-TZVPD basis set).

- M: 625.65 Da
- ⟨S²⟩: 3.758
- Frontier orbital gap (alpha / beta): 0.267 / 0.286 hartree
- 2S+1: 4
- Calculated total energy: -132648.4175 eV
- HOMO level (alpha / beta): -6.88 / -7.50 eV

CARTESIAN COORDINATES (ANGSTROEM)
V 0.00114 -0.36902 -0.46646
C -2.82828 6.11434 1.67328
C -3.83868 4.97808 1.82499
C -4.20928 4.86155 3.30870
C -5.09315 5.33278 1.01801
C -3.27295 3.64878 1.33105
C -2.03044 3.52872 0.72531
C -1.57149 2.28376 0.32909
Se -0.02391 2.18347 -0.79961
C 1.57205 2.29255 0.26528
C 2.00691 3.52412 0.72375
C 3.26233 3.64788 1.30203
C 4.06404 2.50983 1.30349
C 3.68761 1.25794 0.81777
C 2.36694 1.13204 0.34033
O 1.86513 -0.05523 -0.03038
C 4.75095 0.14649 0.89705
C 4.35060 -1.20505 0.29613
C 5.11103 -0.09112 2.36964
C 6.00321 0.60215 0.13388
C 3.79707 4.95907 1.87572
C 2.75336 6.07271 1.81229
C 4.19101 4.75257 3.34329
C 5.03086 5.40305 1.08185
C -2.32114 1.10307 0.49755
O -1.79596 -0.08379 0.15938
C -3.62736 1.21729 1.02122
C -4.03221 2.48656 1.43046
C -4.65806 0.08896 1.21397
C -5.92896 0.46019 0.43943
C -4.99568 -0.02178 2.70597
C -4.24017 -1.30706 0.73965
H -3.25004 7.03666 2.07517
H -2.57653 6.29720 0.62796
H -1.90367 5.90752 2.21392
H -4.61698 5.80768 3.67033
H -3.33531 4.61345 3.91256
H -4.95939 4.09026 3.48032
H -5.49764 6.29235 1.34509
H -5.87357 4.58192 1.14196
H -4.86568 5.40206 -0.04638
H -1.40903 4.39431 0.54719
H 1.35262 4.37860 0.62179
H 5.06083 2.60145 1.71609
H 3.55297 -1.68700 0.85475
H 5.23019 -1.85464 0.32526
H 4.01486 -1.11392 -0.73375
H 4.22523 -0.37104 2.94261
H 5.53958 0.79463 2.83813
H 5.84208 -0.89856 2.45315
H 5.78768 0.70243 -0.93029
H 6.79584 -0.13927 0.25050
H 6.38657 1.55773 0.48675
H 1.84618 5.80533 2.35611
H 2.47594 6.30958 0.78449
H 3.15456 6.98254 2.26116
H 3.33132 4.44585 3.94059
H 4.58541 5.67985 3.76359
H 4.95894 3.98713 3.45073
H 4.79374 5.52528 0.02447
H 5.83832 4.67484 1.15877
H 5.40436 6.35574 1.46117
H -5.02399 2.57402 1.85774
H -6.36465 1.39878 0.78186
H -6.67965 -0.32209 0.56467
H -5.71561 0.55952 -0.62537
H -5.39207 0.90889 3.11203
H -4.10776 -0.28486 3.28244
H -5.74584 -0.80000 2.86183
H -3.99217 -1.32350 -0.31802
H -5.08513 -1.98079 0.91052
H -3.37708 -1.68574 1.27914
C 0.38644 -5.01931 -0.61620
N 0.74829 -4.41771 0.66329
C 1.48124 -5.21736 1.63859
C 0.57267 -3.09797 0.80048
C 0.96332 -2.38289 2.06222
O 0.05007 -2.44874 -0.12610
H 0.37203 -6.09883 -0.49768
H 1.10404 -4.74407 -1.39133
H -0.59749 -4.67069 -0.92202
H 1.49289 -6.24528 1.28947
H 0.99287 -5.19768 2.61175
H 2.51243 -4.87802 1.74210
H 1.49039 -2.98986 2.79184
H 0.04533 -1.99802 2.51215
H 1.57243 -1.52417 1.77871

Cartesian forces (eV/Å) of the 2 atoms listed first:
-0.1 -0.2 -0.4
0.0 0.0 0.0